# C2H4N4O

A single C2H4N4O molecule (wB97M-V/def2-TZVPD, the OMol25 dataset).

```
11
Properties=species:S:1:pos:R:3:forces:R:3
N 0.031118 1.838825 -0.849136 2.2 -0.9 1.6
N -0.238380 0.549878 -0.225628 0.9 0.7 -1.8
N -0.736271 -0.398885 -1.159609 -2.4 1.4 1.2
N -0.786086 -1.582200 -0.459578 0.0 0.4 -0.7
C -0.068851 -1.437813 0.588510 0.3 -0.5 0.8
C 0.436885 -0.083487 0.802585 2.3 2.5 -0.8
O 1.343074 0.511896 1.441827 -2.3 -1.9 -0.6
H -0.359383 2.369766 -0.100345 -0.4 1.5 0.2
H 1.103088 2.115440 -0.778772 -2.5 -1.4 -0.1
H -1.727896 -0.021310 -1.330899 1.6 -1.3 -0.3
H 0.138720 -2.284595 1.186482 0.2 -0.6 0.6
```
Forces are in eV/Å.

Summary:
SMILES: Nn1[nH]ncc1=O
Calculated total energy, hartree: -372.775330
Highest occupied orbital energy, eV: -9.56
Molecular weight, g mol⁻¹: 100.1
Total charge: 0
Lowest unoccupied orbital energy, eV: 0.33
Relative energy (zero: lowest compared OMol25 entry of this formula, charge and spin), kcal per mole: 78.44

In the Mulliken picture, each atom carries the following charge in e: number 1, N, carries -0.718; number 2, N, carries 0.373; number 3, N, carries -0.102; number 4, N, carries -0.446; number 5, C, carries -0.361; number 6, C, carries 0.569; number 7, O, carries -0.657; number 8, H, carries 0.280; number 9, H, carries 0.294; number 10, H, carries 0.309; number 11, H, carries 0.460

***

# C40H80N8

8 unconnected molecules or ions with the total composition C40H80N8 (wB97M-V/def2-TZVPD, the OMol25 dataset).

```
128
Properties=species:S:1:pos:R:3:forces:R:3
C 1.991503 -14.309519 14.801484 -0.3 -0.2 0.3
C 1.844344 -15.189629 15.917472 0.1 0.1 -0.3
C 2.168770 -14.478807 17.040559 -0.2 0.0 0.0
N 2.550055 -13.223944 16.648299 -0.1 0.1 -0.1
C 2.439370 -13.114343 15.285789 0.0 0.1 0.0
H 1.646703 -14.492595 13.797315 0.4 -0.1 -0.1
H 1.602307 -16.237943 15.868046 -0.3 0.0 0.1
H 2.048529 -14.719742 18.082601 0.3 -0.1 0.0
H 2.695600 -12.450670 17.272248 0.1 -0.1 0.0
H 2.703792 -12.215788 14.753543 -0.1 0.1 0.1
C -1.241191 -6.537776 9.380221 0.3 0.2 -0.1
C -1.764151 -7.333170 8.317902 -0.3 0.2 0.8
C -1.316681 -6.794675 7.149251 0.6 -0.4 -0.2
N -0.488505 -5.744034 7.457300 -0.1 -0.2 -0.2
C -0.426781 -5.592674 8.813347 -0.1 0.2 -0.1
H -1.433390 -6.606383 10.438047 0.0 -0.2 0.0
H -2.386558 -8.199291 8.465770 -0.1 0.0 -0.3
H -1.351623 -7.201759 6.152376 -0.2 0.2 -0.1
H 0.013897 -5.200041 6.779635 0.0 0.0 0.1
H 0.195069 -4.822259 9.237003 -0.1 0.0 0.1
C 5.097677 -14.106970 8.238476 0.6 0.2 0.7
C 4.480222 -13.684728 9.451698 -0.2 -0.1 0.3
C 3.134585 -13.816661 9.274124 -0.4 0.2 -0.4
N 2.916633 -14.246916 7.994932 -0.3 -0.6 0.2
C 4.113078 -14.494542 7.384846 0.0 0.2 -0.4
H 6.159742 -14.104167 8.057251 0.0 -0.2 -0.1
H 4.909362 -13.397809 10.397965 0.3 0.1 -0.2
H 2.273863 -13.603149 9.883057 0.2 0.0 0.3
H 2.001757 -14.498697 7.663635 0.1 0.1 -0.2
H 4.208006 -14.918404 6.400791 -0.2 0.1 -0.1
C 0.539543 -11.572768 8.801097 -0.1 -0.8 0.3
C -0.132568 -10.977219 7.703419 0.1 0.1 0.5
C -1.405473 -11.503550 7.669620 0.6 0.2 -0.3
N -1.514571 -12.390811 8.700226 0.0 -0.2 -0.1
C -0.327309 -12.466759 9.387200 -0.4 0.4 -0.2
H 1.569847 -11.492567 9.108325 0.0 0.4 -0.1
H 0.309455 -10.189042 7.117115 -0.3 -0.1 -0.3
H -2.163946 -11.392561 6.914457 -0.2 0.1 0.2
H -2.325205 -12.958299 8.864711 0.0 0.0 0.1
H -0.252949 -13.080135 10.269483 0.1 -0.1 0.0
C 7.245185 -10.230584 12.562285 -0.5 -0.4 -0.3
C 8.335285 -11.051655 11.891929 0.5 0.0 0.7
N 9.167591 -10.265377 10.994249 -0.1 -0.1 -0.4
C 10.343701 -11.005618 10.569128 0.6 0.4 0.7
C 11.450292 -10.098980 10.060119 0.2 0.2 -0.9
C 8.398717 -9.698325 9.884073 0.0 -0.2 -0.2
C 7.604625 -10.722230 9.052293 -0.3 0.7 0.3
H 6.452711 -9.936161 11.868900 0.2 0.2 0.0
H 7.673299 -9.350408 13.036043 0.0 0.1 0.0
H 6.741627 -10.845533 13.312218 0.1 0.1 0.1
H 8.991776 -11.388729 12.703396 0.1 0.0 -0.1
H 7.964149 -11.986766 11.444563 -0.3 0.2 -0.2
H 10.763025 -11.460155 11.472769 -0.3 -0.3 -0.1
H 10.148100 -11.806310 9.842971 -0.1 0.0 0.0
H 12.340004 -10.683865 9.811058 -0.1 -0.1 0.0
H 11.168727 -9.581282 9.137009 0.0 -0.1 0.1
H 11.759288 -9.325331 10.761507 -0.2 -0.1 0.3
H 9.052805 -9.164384 9.193494 0.2 0.1 0.3
H 7.737089 -8.957570 10.334485 -0.1 0.1 -0.3
H 6.692025 -10.983986 9.591160 0.1 -0.4 -0.1
H 8.205095 -11.599586 8.823013 -0.1 -0.1 0.0
H 7.281227 -10.272577 8.111832 0.1 0.0 0.0
C 4.897479 -7.517303 9.024119 -0.5 -0.4 0.2
C 3.794308 -6.503121 9.293150 0.5 0.2 -0.4
N 4.096990 -5.559348 10.361140 -0.4 -0.6 0.5
C 2.869568 -4.877286 10.741729 -0.2 1.0 -1.0
C 2.986052 -3.928837 11.933533 0.0 -0.1 -0.1
C 5.179836 -4.632823 10.073215 0.6 -0.2 0.4
C 5.023862 -3.686931 8.892139 0.4 0.3 -0.1
H 5.791779 -7.017727 8.658210 0.1 -0.2 0.0
H 4.531613 -8.250915 8.300664 0.2 0.3 -0.3
H 5.123177 -8.141890 9.893362 0.2 0.4 0.2
H 3.629803 -5.961386 8.342204 -0.2 -0.1 0.1
H 2.856168 -7.006611 9.526008 0.0 0.0 0.1
H 2.527314 -4.304463 9.849372 -0.1 0.2 0.3
H 2.045299 -5.571121 10.884532 0.3 -0.4 0.2
H 3.848444 -4.182851 12.549662 -0.1 -0.1 0.1
H 3.079404 -2.888900 11.620512 0.1 0.0 0.0
H 2.087360 -4.004202 12.546105 0.0 0.0 0.1
H 6.117722 -5.184908 9.950193 -0.3 -0.3 -0.2
H 5.393091 -4.084899 10.994776 -0.3 0.2 -0.1
H 6.001006 -3.242890 8.681476 0.0 0.0 0.0
H 4.355436 -2.845471 9.075812 -0.2 -0.2 0.0
H 4.738750 -4.214577 7.982738 -0.2 0.1 0.0
C 1.227680 -7.222624 14.211196 0.7 0.2 0.4
C 2.076526 -7.603777 13.017147 -0.2 -0.4 -0.5
N 2.176200 -9.048680 12.816466 0.6 0.5 0.7
C 3.080200 -9.345266 11.710180 -1.0 -0.6 -0.8
C 3.630819 -10.757580 11.767171 0.8 -0.7 1.1
C 0.908907 -9.746274 12.715507 0.3 -0.9 -0.5
C 0.003330 -9.308837 11.543340 -0.9 0.1 1.3
H 1.641375 -7.776917 15.059779 -0.4 -0.1 0.1
H 0.156332 -7.379142 14.116923 0.0 -0.2 -0.1
H 1.409416 -6.172162 14.454557 -0.2 0.1 -0.2
H 1.717926 -7.144468 12.082788 -0.1 0.3 0.2
H 3.094146 -7.249937 13.192431 0.0 0.1 -0.1
H 2.500294 -9.299498 10.765866 0.3 0.3 -0.1
H 3.859433 -8.590698 11.628653 0.1 0.0 0.3
H 4.648748 -10.873698 11.385975 -0.3 0.2 -0.5
H 3.772853 -11.073899 12.811628 -0.2 0.2 0.0
H 3.007563 -11.532605 11.322878 -0.1 0.2 -0.3
H 0.376145 -9.747663 13.667706 0.0 0.4 0.0
H 1.190627 -10.802094 12.614282 -0.2 0.0 -0.2
H 0.494989 -8.585277 10.901466 -0.1 -0.2 -0.4
H -0.880462 -8.823105 11.978299 0.2 0.3 -0.1
H -0.442236 -10.158442 11.031391 0.5 0.0 -0.5
C -1.478511 -4.951366 21.736179 0.4 -0.4 0.0
C -0.466247 -5.186472 20.604168 -0.6 -0.2 0.8
N -0.666748 -4.359359 19.426239 0.6 -0.2 0.1
C 0.325841 -4.749517 18.412045 -1.0 0.9 -0.6
C 0.224226 -6.194493 17.979022 1.4 -0.8 0.7
C -0.495803 -2.949061 19.762979 -0.3 0.1 -0.4
C -0.641826 -2.025977 18.556325 0.2 0.1 -0.1
H -2.458778 -5.324255 21.441179 -0.1 0.3 0.0
H -1.536284 -3.922100 22.080258 -0.1 0.0 -0.1
H -1.163365 -5.549565 22.595297 0.0 0.0 0.0
H 0.556386 -5.098020 21.015054 0.0 0.2 -0.1
H -0.602563 -6.235088 20.334054 0.2 0.1 -0.2
H 1.327269 -4.408999 18.722898 0.2 -0.5 0.1
H 0.095328 -4.162287 17.516923 0.1 0.1 0.1
H -0.782955 -6.601916 17.973333 -0.2 0.3 -0.3
H 0.797256 -6.852671 18.647659 -0.2 0.1 0.1
H 0.745051 -6.329884 17.030995 -0.4 0.1 -0.2
H -1.295138 -2.664090 20.443014 0.1 -0.1 0.3
H 0.479990 -2.771143 20.248679 -0.1 0.0 0.1
H -1.333460 -2.457403 17.833005 -0.2 0.1 0.1
H -1.015242 -1.061904 18.901433 -0.1 0.0 -0.2
H 0.296796 -1.836644 18.033569 0.0 -0.1 0.0
```
Forces are in eV/Å.

Summary:
SMILES: c1cc[nH]c1.c1cc[nH]c1.c1cc[nH]c1.c1cc[nH]c1.CCN(CC)CC.CCN(CC)CC.CCN(CC)CC.CCN(CC)CC
Calculated total energy, hartree: -2010.023749
Highest occupied orbital energy, eV: -7.99
Molecular weight, g mol⁻¹: 673.1
Total charge: 0
Lowest unoccupied orbital energy, eV: 0.67
Relative energy (zero: lowest compared OMol25 entry of this formula, charge and spin), kcal per mole: 16.38

Results of the Mulliken charge analysis, in e, for atoms 1 through 99: number 1, C, carries -0.256; number 2, C, carries -0.643; number 3, C, carries -0.460; number 4, N, carries -0.006; number 5, C, carries -0.507; number 6, H, carries 0.452; number 7, H, carries 0.391; number 8, H, carries 0.373; number 9, H, carries 0.216; number 10, H, carries 0.454; number 11, C, carries -0.242; number 12, C, carries -0.424; number 13, C, carries -0.734; number 14, N, carries 0.031; number 15, C, carries -0.617; number 16, H, carries 0.462; number 17, H, carries 0.429; number 18, H, carries 0.397; number 19, H, carries 0.218; number 20, H, carries 0.490; number 21, C, carries -0.606; number 22, C, carries -0.359; number 23, C, carries -0.807; number 24, N, carries 0.102; number 25, C, carries -0.652; number 26, H, carries 0.409; number 27, H, carries 0.529; number 28, H, carries 0.749; number 29, H, carries 0.226; number 30, H, carries 0.399; number 31, C, carries 0.289; number 32, C, carries -0.924; number 33, C, carries -0.843; number 34, N, carries -0.029; number 35, C, carries -0.628; number 36, H, carries 0.540; number 37, H, carries 0.481; number 38, H, carries 0.437; number 39, H, carries 0.198; number 40, H, carries 0.512; number 41, C, carries -0.643; number 42, C, carries -0.475; number 43, N, carries 0.075; number 44, C, carries -0.316; number 45, C, carries -1.316; number 46, C, carries -0.901; number 47, C, carries -0.643; number 48, H, carries -0.346; number 49, H, carries 0.368; number 50, H, carries 0.418; number 51, H, carries 0.454; number 52, H, carries 0.315; number 53, H, carries 0.391; number 54, H, carries 0.241; number 55, H, carries 0.419; number 56, H, carries 0.309; number 57, H, carries 0.313; number 58, H, carries 0.262; number 59, H, carries 0.435; number 60, H, carries -0.091; number 61, H, carries 0.296; number 62, H, carries 0.479; number 63, C, carries -1.365; number 64, C, carries -0.143; number 65, N, carries 0.308; number 66, C, carries 0.375; number 67, C, carries -1.969; number 68, C, carries -0.655; number 69, C, carries -1.086; number 70, H, carries 0.458; number 71, H, carries 0.487; number 72, H, carries -0.079; number 73, H, carries 0.379; number 74, H, carries 0.224; number 75, H, carries 0.475; number 76, H, carries -0.282; number 77, H, carries 0.440; number 78, H, carries 0.355; number 79, H, carries 0.405; number 80, H, carries 0.394; number 81, H, carries 0.432; number 82, H, carries 0.431; number 83, H, carries 0.264; number 84, H, carries 0.240; number 85, C, carries -1.719; number 86, C, carries 0.566; number 87, N, carries 0.067; number 88, C, carries 0.334; number 89, C, carries -0.268; number 90, C, carries -0.868; number 91, C, carries -0.603; number 92, H, carries 0.359; number 93, H, carries 0.225; number 94, H, carries 0.596; number 95, H, carries -0.499; number 96, H, carries 0.507; number 97, H, carries -0.095; number 98, H, carries 0.291; number 99, H, carries -0.629

***

# CHF4N

A single CHF4N molecule (wB97M-V/def2-TZVPD, the OMol25 dataset).

```
7
Properties=species:S:1:pos:R:3:forces:R:3
F 1.186850 -0.445893 -1.370646 0.5 0.6 0.2
N 0.758595 -0.637314 -0.071646 -3.6 0.0 0.2
C -0.561301 0.120441 0.113363 3.6 1.1 2.0
F -0.260612 1.434457 0.733804 -0.7 -2.7 -1.0
F -1.200293 0.346797 -0.950438 -0.6 0.4 -2.0
F -1.302543 -0.572076 0.935679 -0.1 0.1 0.8
H 1.379304 -0.246413 0.609884 1.1 0.6 -0.2
```
Forces are in eV/Å.

Summary:
SMILES: FNC(F)(F)F
Calculated total energy, hartree: -492.844367
Highest occupied orbital energy, eV: -11.27
Molecular weight, g mol⁻¹: 103.0
Total charge: 0
Lowest unoccupied orbital energy, eV: 0.97
Relative energy (zero: lowest compared OMol25 entry of this formula, charge and spin), kcal per mole: 6.76

In the Mulliken picture, each atom carries the following charge in e: number 1, F, carries -0.158; number 2, N, carries -0.224; number 3, C, carries 0.797; number 4, F, carries -0.295; number 5, F, carries -0.184; number 6, F, carries -0.206; number 7, H, carries 0.272

***

Question: What is the total charge in the third record?
Answer: 0

***

Question: Which of these has the lowest calculated total energy?
Answer: C40H80N8

***

Please write out number 3 again, unchanged.
# CHF4N

A single CHF4N molecule (wB97M-V/def2-TZVPD, the OMol25 dataset).

```
7
Properties=species:S:1:pos:R:3:forces:R:3
F 1.186850 -0.445893 -1.370646 0.5 0.6 0.2
N 0.758595 -0.637314 -0.071646 -3.6 0.0 0.2
C -0.561301 0.120441 0.113363 3.6 1.1 2.0
F -0.260612 1.434457 0.733804 -0.7 -2.7 -1.0
F -1.200293 0.346797 -0.950438 -0.6 0.4 -2.0
F -1.302543 -0.572076 0.935679 -0.1 0.1 0.8
H 1.379304 -0.246413 0.609884 1.1 0.6 -0.2
```
Forces are in eV/Å.

Summary:
SMILES: FNC(F)(F)F
Calculated total energy, hartree: -492.844367
Highest occupied orbital energy, eV: -11.27
Molecular weight, g mol⁻¹: 103.0
Total charge: 0
Lowest unoccupied orbital energy, eV: 0.97
Relative energy (zero: lowest compared OMol25 entry of this formula, charge and spin), kcal per mole: 6.76

In the Mulliken picture, each atom carries the following charge in e: number 1, F, carries -0.158; number 2, N, carries -0.224; number 3, C, carries 0.797; number 4, F, carries -0.295; number 5, F, carries -0.184; number 6, F, carries -0.206; number 7, H, carries 0.272

***

Question: Among the records above, which one has the lowest calculated total energy?
Answer: C40H80N8